[1]
A structure of composition C31H34InN7O3S. Source: the Open Molecules 2025 dataset; level of theory: ωB97M-V with the def2-TZVPD basis set.

Each line ends with the Mulliken charge.
Geometry (Å):
1 In -0.1663 1.6857 -0.9247  2.3000
2 C 3.3933 0.5878 -0.9858  -0.7558
3 O 2.2724 0.9305 -1.8095  0.1132
4 C 2.5553 1.7712 -2.9470  -0.7059
5 C 2.5708 3.1885 -2.4296  -0.6796
6 O 1.2777 3.4578 -1.8077  -0.2960
7 C 0.5848 4.6515 -2.2725  -0.7184
8 C -0.5017 4.2386 -3.2253  -0.4981
9 O -1.1073 3.0328 -2.7680  -0.1337
10 C -2.5176 2.9768 -3.0142  -0.6971
11 H 3.8280 1.4709 -0.4749  0.3121
12 H 3.0191 -0.1562 -0.2663  0.1235
13 H 4.1550 0.1559 -1.6254  0.3529
14 H 3.5244 1.4819 -3.3884  0.5501
15 H 1.7574 1.6807 -3.7011  0.2318
16 H 3.3398 3.3461 -1.6706  0.2429
17 H 2.7450 3.8717 -3.2400  0.5716
18 H 0.1129 5.0638 -1.3746  0.2412
19 H 1.3057 5.3357 -2.7677  0.4930
20 H -1.2151 5.0752 -3.3184  0.4941
21 H -0.0440 4.0579 -4.1879  0.2683
22 H -3.0178 3.7541 -2.3850  0.3784
23 H -2.7699 3.1769 -4.0479  0.4426
24 H -2.8908 1.9969 -2.7620  -0.0394
25 N -2.8944 3.3751 2.0733  -0.3740
26 C -2.2983 2.7702 1.0757  0.7104
27 S -0.8425 3.6247 0.4486  -0.5368
28 N -2.8922 1.6800 0.6307  -1.6321
29 N -2.2368 1.0768 -0.3778  0.9486
30 C -2.7111 0.0458 -0.9337  0.6801
31 C -4.0704 -0.5100 -0.7134  -0.6471
32 C -4.2190 -1.7735 -0.1909  -0.0762
33 C -5.4783 -2.3616 -0.2343  -0.6485
34 C -6.5646 -1.6684 -0.7065  -0.5965
35 C -6.4160 -0.3414 -1.1467  -0.7189
36 C -5.1469 0.2581 -1.1345  -0.4034
37 C -1.9839 -0.5824 -2.0562  0.5518
38 C -2.4701 -1.5988 -2.9028  -0.8800
39 C -1.5952 -2.2175 -3.7828  -0.7521
40 C -0.2974 -1.7996 -3.8546  -1.3130
41 C 0.1095 -0.7468 -3.0518  -0.3714
42 N -0.7069 -0.1589 -2.1953  0.3110
43 H -2.5874 4.2093 2.5287  0.2007
44 H -3.6986 2.8940 2.4502  0.2507
45 H -3.3643 -2.3332 0.1029  0.5464
46 H -5.5577 -3.3544 0.1798  0.4314
47 H -7.5151 -2.1374 -0.7764  0.4708
48 H -7.2528 0.2211 -1.5401  0.4215
49 H -5.0315 1.2898 -1.4232  0.4383
50 H -3.4493 -1.9844 -2.8273  0.6207
51 H -1.9572 -2.9830 -4.4498  0.4981
52 H 0.3879 -2.2808 -4.4950  0.5654
53 H 1.1056 -0.3749 -3.1112  0.7463
54 N 3.6086 -1.8831 4.5507  -0.0032
55 C 3.9050 -3.0922 5.1305  0.5503
56 C 4.7153 -3.4405 6.2169  -0.8929
57 C 4.7474 -4.8056 6.5199  -0.5729
58 C 3.9622 -5.7379 5.7756  -0.3725
59 C 3.1882 -5.4123 4.6791  -0.9186
60 C 3.2063 -4.0442 4.3802  0.8409
61 N 2.5010 -3.4176 3.3880  -0.5117
62 C 2.7613 -2.1349 3.4588  -0.3263
63 C 2.1957 -1.1518 2.5980  0.9554
64 C 1.4620 -1.7322 1.5362  -0.4750
65 C 0.8700 -0.8920 0.6270  -0.6526
66 N 0.9086 0.4820 0.7733  0.0113
67 C 1.5943 1.0290 1.7853  -0.4240
68 C 2.2890 0.2438 2.7017  -0.9837
69 H 3.9046 -0.9627 4.8421  0.1889
70 H 5.3962 -2.7557 6.7482  0.3515
71 H 5.3452 -5.0959 7.3467  0.4410
72 H 4.0020 -6.8023 6.0442  0.3489
73 H 2.6189 -6.1634 4.1785  0.4709
74 H 1.4413 -2.8225 1.4203  0.5452
75 H 0.3443 -1.2628 -0.2307  0.4982
76 H 1.5574 2.1091 1.8329  0.5454
77 H 2.8987 0.6747 3.5055  0.3512

Values from the calculation:
E_HOMO: -12.404 eV
ΔE to the lowest compared entry with this formula, charge and spin: 13.5 kJ/mol
total charge: +2

[2]
A structure of composition C53H105Br9Cl8O8P2. Source: the Open Molecules 2025 dataset; level of theory: ωB97M-V with the def2-TZVPD basis set.

Each line ends with the Mulliken charge.
Geometry (Å):
1 C -9.4361 -7.6980 -0.6961  -0.5732
2 C -9.7216 -8.8521 0.3067  -1.0357
3 C -10.1141 -8.2572 1.6818  0.0057
4 C -9.0399 -7.2200 2.3148  0.7263
5 P -9.3586 -6.6535 4.0045  0.5104
6 C -10.3786 -7.8524 4.9808  -0.2464
7 C -10.9895 -7.3938 6.3933  -0.4204
8 C -11.5440 -8.6357 7.0760  0.2132
9 C -10.5156 -9.3799 7.9836  -1.1127
10 C -7.8414 -6.1991 4.7097  -0.5791
11 C -6.9350 -7.2916 5.3774  0.1352
12 C -5.4986 -6.9045 5.7514  -0.3859
13 C -5.4859 -6.0332 6.9155  -0.6269
14 C -10.4012 -5.2190 3.8506  -1.6867
15 C -11.9050 -5.3458 3.4085  1.8490
16 C -12.6290 -3.9686 3.2916  1.0200
17 C -14.1593 -3.9819 3.3343  -0.4777
18 H -8.7845 -6.9089 -0.3209  -0.0410
19 H -10.4258 -7.3062 -0.9308  0.0721
20 H -8.8745 -8.1145 -1.5323  0.4955
21 H -8.7999 -9.4222 0.4235  0.2583
22 H -10.4222 -9.5746 -0.1121  0.5399
23 H -10.1386 -9.0825 2.3934  0.1066
24 H -11.0827 -7.7656 1.5904  0.1662
25 H -9.0275 -6.3294 1.6865  -0.0060
26 H -7.9965 -7.5318 2.2689  -0.0630
27 H -9.7233 -8.7082 5.1433  0.0748
28 H -11.1127 -8.0823 4.2086  0.2433
29 H -11.7798 -6.6537 6.2678  -0.0738
30 H -10.2319 -6.9032 7.0044  0.6243
31 H -12.0505 -9.3017 6.3775  0.0244
32 H -12.3019 -8.2802 7.7741  -0.1053
33 H -9.6875 -8.8436 8.4469  -0.0541
34 H -10.0045 -10.1588 7.4176  0.2701
35 H -11.0203 -9.8574 8.8234  0.4593
36 H -8.0537 -5.5079 5.5253  0.2407
37 H -7.3246 -5.5321 4.0197  0.4502
38 H -6.9256 -8.1778 4.7428  -0.1981
39 H -7.3666 -7.5722 6.3381  0.3394
40 H -5.0800 -6.4033 4.8787  0.2735
41 H -4.9422 -7.8216 5.9447  0.1620
42 H -4.4747 -5.8477 7.2778  -0.0992
43 H -5.9747 -6.5892 7.7156  0.2262
44 H -6.0172 -5.1048 6.7061  0.1392
45 H -9.9541 -4.6312 3.0489  -0.1296
46 H -10.2839 -4.6784 4.7898  0.8877
47 H -12.3455 -6.1014 4.0589  -0.9045
48 H -11.8981 -5.7572 2.3991  -0.1326
49 H -12.3720 -3.4196 2.3858  -0.8878
50 H -12.1221 -3.2600 3.9466  0.2920
51 H -14.6462 -4.2854 2.4074  -0.1331
52 H -14.6574 -3.0603 3.6352  0.1071
53 H -14.4932 -4.6940 4.0890  -0.2089
54 C -15.1663 -3.9224 -0.5404  -1.7257
55 C -13.6834 -3.7365 -0.4409  0.8831
56 C -13.0046 -3.1175 -1.6172  -0.8760
57 C -11.5933 -2.4256 -1.3922  -0.9111
58 P -10.1540 -2.5951 -2.6041  0.7954
59 C -10.8370 -1.9656 -4.0843  -1.6976
60 C -11.3666 -0.5282 -4.0078  -0.7742
61 C -12.1875 -0.2697 -5.3189  -0.5050
62 C -12.7521 1.1980 -5.3809  -1.3033
63 C -8.6345 -1.5463 -2.3178  -0.8893
64 C -7.5303 -1.6364 -3.4098  -0.4069
65 C -6.3229 -0.7830 -2.9096  -0.6932
66 C -6.7545 0.7580 -2.8932  -1.1544
67 C -9.8229 -4.3906 -2.8204  -0.7394
68 C -10.0885 -4.9423 -4.1812  -0.7279
69 C -9.6490 -6.3968 -4.2267  0.0502
70 C -10.0318 -7.0430 -5.5365  -1.5439
71 H -15.6185 -4.6765 0.1037  0.3912
72 H -15.2310 -4.4553 -1.4891  0.4264
73 H -15.7485 -3.0019 -0.5831  0.3309
74 H -13.3138 -4.7198 -0.1503  0.1082
75 H -13.5723 -3.0477 0.3965  -0.2682
76 H -13.6637 -2.3107 -1.9376  0.2444
77 H -13.0366 -3.8019 -2.4650  0.4180
78 H -11.2706 -2.7741 -0.4112  0.0848
79 H -11.6873 -1.3919 -1.0592  0.9597
80 H -11.6861 -2.6098 -4.3126  0.6086
81 H -10.1852 -2.0735 -4.9513  0.8346
82 H -10.5321 0.1647 -4.1150  0.1891
83 H -11.9987 -0.2656 -3.1595  0.3988
84 H -12.9614 -1.0367 -5.2884  0.4051
85 H -11.5617 -0.3536 -6.2075  0.2875
86 H -13.4750 1.1551 -6.1956  0.3727
87 H -12.0640 1.9790 -5.7044  0.3461
88 H -13.2046 1.5887 -4.4695  0.3415
89 H -8.1869 -2.0163 -1.4421  -0.0164
90 H -8.9473 -0.5652 -1.9605  0.7089
91 H -7.8665 -1.3404 -4.4035  0.4232
92 H -7.1466 -2.6537 -3.4870  0.3730
93 H -5.4470 -0.8293 -3.5567  0.4396
94 H -5.8779 -1.0925 -1.9639  0.3588
95 H -5.9313 1.4648 -2.7887  0.4002
96 H -7.3758 1.0476 -2.0458  0.2911
97 H -7.3654 1.1167 -3.7216  0.2875
98 H -10.4192 -4.8663 -2.0418  0.4160
99 H -8.7752 -4.4792 -2.5330  0.5721
100 H -9.3486 -4.4324 -4.7981  0.3772
101 H -11.0852 -4.7143 -4.5591  0.3496
102 H -10.2908 -6.7665 -3.4270  0.0307
103 H -8.5799 -6.5301 -4.0613  0.4628
104 H -9.5951 -8.0341 -5.4135  0.4306
105 H -9.5881 -6.6087 -6.4323  0.3529
106 H -11.1025 -7.1280 -5.7224  0.3307
107 O -5.3505 -4.7263 0.5620  -0.9239
108 C -6.6857 -4.3129 0.1675  0.4280
109 C -7.8153 -3.7686 1.1350  0.3606
110 O -9.1793 -3.5568 0.6969  -0.5318
111 H -7.0551 -5.1854 -0.3713  -0.1944
112 H -6.6748 -3.5301 -0.5909  -0.5342
113 H -7.4522 -2.7686 1.3721  0.4050
114 H -7.8502 -4.3647 2.0469  -0.6118
115 O -14.8227 -6.3520 5.6418  -0.4457
116 C -14.9245 -6.2310 6.8619  0.4254
117 O -15.2790 -7.3598 7.6419  -0.4415
118 C -15.0569 -7.1158 9.0237  -0.4482
119 C -14.3525 -5.7974 9.0467  -0.6913
120 C -14.4597 -5.0385 7.7192  0.0021
121 H -14.3741 -7.8685 9.4177  0.2362
122 H -15.9690 -7.1959 9.6152  0.3775
123 H -13.2718 -5.9232 9.1125  0.2448
124 H -14.7892 -5.2424 9.8770  0.3289
125 H -13.5173 -4.5030 7.6045  -0.1298
126 H -15.1455 -4.1992 7.6037  0.4908
127 O -8.4674 -10.5181 3.2697  -0.3176
128 C -7.6038 -11.0162 4.0252  0.1284
129 O -7.7579 -10.9708 5.3506  -0.0656
130 C -6.7134 -11.7605 6.0141  0.4574
131 C -5.8372 -12.3291 4.9542  -0.7976
132 C -6.4363 -11.8930 3.6231  -0.3920
133 H -6.9811 -12.5564 6.7091  0.2956
134 H -5.9813 -11.0525 6.4027  -0.3477
135 H -5.9578 -13.4124 4.9628  0.2770
136 H -4.7771 -12.0977 5.0578  0.3637
137 H -6.9026 -12.5932 2.9300  0.3672
138 H -5.6918 -11.3086 3.0826  0.0999
139 O -8.8397 -3.1907 6.5561  -0.4950
140 C -7.7040 -2.7219 6.3548  0.2806
141 O -6.8883 -2.3612 7.3241  -0.4100
142 C -5.7793 -1.6336 6.8069  -0.5058
143 C -5.7510 -1.7484 5.3007  -0.7093
144 C -7.1448 -2.3936 4.9905  1.0978
145 H -4.8309 -1.8874 7.2804  0.3313
146 H -5.8766 -0.5679 7.0144  0.3511
147 H -5.0616 -2.4884 4.8942  0.2942
148 H -5.4986 -0.7879 4.8514  0.3843
149 H -7.3089 -3.2503 4.3370  -0.5894
150 H -7.7910 -1.6465 4.5296  0.1295
151 C -4.6671 -7.5385 2.1367  0.6882
152 Cl -3.3062 -8.1242 3.0711  -0.2211
153 Cl -5.5989 -8.8547 1.4144  -0.1664
154 H -5.2721 -6.9594 2.8344  -0.7245
155 H -4.1363 -6.8932 1.4368  0.3826
156 C -14.2989 -8.4332 3.4989  0.4738
157 Cl -14.2015 -7.3284 2.1757  -0.0502
158 Cl -14.3360 -10.1357 2.9404  -0.1762
159 H -13.4505 -8.1993 4.1420  -0.7212
160 H -15.2420 -8.2184 4.0016  0.4329
161 C -0.7919 -3.9149 7.1455  -0.2950
162 Cl 0.2412 -3.9114 8.5407  -0.1559
163 Cl -2.1269 -5.0797 7.2902  -0.1248
164 H -1.1995 -2.9131 7.0107  0.2334
165 H -0.2337 -4.1691 6.2444  0.3136
166 C -10.2678 -0.4654 2.1481  0.7648
167 Cl -10.2467 1.1350 2.9270  -0.2195
168 Cl -11.9225 -0.8533 1.7710  -0.1087
169 H -9.6454 -0.3982 1.2558  -0.0148
170 H -9.8810 -1.1930 2.8616  -0.4128
171 C -12.3977 -0.0865 5.9437  -0.2662
172 Br -11.8849 -1.7223 6.9797  0.0287
173 Br -13.0407 1.4835 7.0777  -0.0877
174 Br -13.9284 -0.5819 4.7183  -0.0266
175 H -11.6605 0.4354 5.3336  0.2956
176 C -11.2943 -13.1491 3.6941  -0.4710
177 Br -10.9448 -12.6774 1.8177  -0.0580
178 Br -11.6437 -11.3721 4.5349  0.1105
179 Br -9.8160 -14.2161 4.5226  -0.0811
180 H -12.2157 -13.7294 3.6460  0.4867
181 C -5.7613 -10.6352 9.7081  -0.3997
182 Br -4.2904 -10.6065 8.3646  -0.0346
183 Br -6.3919 -12.5422 9.9822  -0.0704
184 Br -7.2276 -9.4095 9.3401  0.0600
185 H -5.4032 -10.2178 10.6492  0.4616

Values from the calculation:
E_HOMO: -4.560 eV
ΔE to the lowest compared entry with this formula, charge and spin: 529.0 kJ/mol

[3]
A structure of composition C3H3F2NO13S2Zn. Source: the Open Molecules 2025 dataset; level of theory: ωB97M-V with the def2-TZVPD basis set.

Each line ends with the Mulliken charge.
Geometry (Å):
1 Zn 9.5040 -8.3231 -1.5393  1.4750
2 O 12.0840 -7.7940 -4.2968  -0.4798
3 C 12.0165 -7.5915 -2.9254  0.6907
4 O 12.6331 -6.6713 -2.4411  -0.6353
5 O 11.2959 -8.4473 -2.3175  -0.7378
6 H 12.4098 -6.9068 -4.5287  0.3037
7 O 8.7107 -12.1518 -0.1611  -0.5071
8 C 9.0650 -11.0752 -1.0630  0.7084
9 O 9.2100 -11.3275 -2.2450  -0.6213
10 O 9.0337 -9.9578 -0.4653  -0.7129
11 H 8.5563 -12.8342 -0.8317  0.2784
12 O 6.9178 -7.5627 -0.9947  -0.3961
13 C 6.8629 -7.8507 -2.3776  0.6779
14 O 8.0956 -8.0324 -2.8073  -0.7253
15 O 5.8735 -7.8164 -3.0407  -0.6349
16 H 6.0741 -7.8832 -0.6220  0.2347
17 N 10.0564 -6.5834 -0.2571  -0.0152
18 S 9.5726 -5.1179 -0.5814  1.0099
19 O 10.5172 -4.0837 -0.7627  -0.5838
20 O 8.3513 -4.8065 0.0413  -0.6096
21 F 9.0394 -5.3967 -2.0442  -0.2985
22 S 10.4844 -6.9538 1.2718  1.1133
23 O 10.9322 -5.8767 2.0895  -0.6473
24 O 11.1707 -8.2036 1.3444  -0.5808
25 F 9.0733 -7.3176 2.0319  -0.3062

Values from the calculation:
E_HOMO: -3.700 eV
total charge: -2

| no. | largest force on an atom (eV/A) | lowest unoccupied orbital energy (eV) |
| --- | --- | --- |
| 1 | 3.2 | -5.9 |
| 2 | 3.7 | -0.9 |
| 3 | 4.4 | 5.1 |